C39H38HgN4O2PS | the ωB97M-V functional and the def2-TZVPD basis

XYZ file:
```
86
Properties=species:S:1:pos:R:3
Hg -0.590 0.247 0.720
C -1.723 -0.670 4.830
C -1.086 -0.256 3.669
N -1.331 -0.813 2.483
C -2.260 -1.818 2.365
C -3.018 -2.225 3.499
C -2.706 -1.643 4.711
C -4.089 -3.168 3.348
C -4.371 -3.705 2.115
C -3.573 -3.354 0.994
C -3.835 -3.870 -0.299
C -3.016 -3.556 -1.368
C -1.941 -2.688 -1.128
N -1.678 -2.171 0.072
C -2.502 -2.439 1.111
H -1.507 -0.200 5.774
H -0.364 0.557 3.682
H -3.258 -1.979 5.576
H -4.628 -3.472 4.242
H -5.198 -4.409 1.980
H -4.677 -4.551 -0.439
H -3.157 -3.951 -2.365
H -1.282 -2.360 -1.938
C 2.260 -4.100 1.415
C 3.264 -3.231 2.160
C 2.500 -1.902 2.316
O 1.401 -1.878 1.332
C 1.494 -3.097 0.537
H 1.588 -4.500 2.189
H 2.707 -4.942 0.874
H 4.186 -3.076 1.559
H 3.555 -3.617 3.155
H 3.160 -1.030 2.159
H 2.005 -1.814 3.291
H 2.076 -2.913 -0.393
H 0.468 -3.366 0.262
N 0.222 0.890 -1.186
P 1.490 1.802 -1.359
C 1.193 3.393 -0.616
C 0.344 4.310 -1.255
C 0.069 5.568 -0.745
C 0.769 5.971 0.369
C 1.671 5.139 1.009
C 1.903 3.866 0.511
C 3.027 0.924 -0.939
C 3.082 -0.419 -1.349
C 4.211 -1.220 -1.141
C 5.300 -0.668 -0.469
C 5.282 0.657 -0.033
C 4.185 1.473 -0.352
C 1.716 2.126 -3.098
C 0.781 1.647 -4.042
C 0.994 1.790 -5.406
C 2.148 2.457 -5.838
C 3.112 2.930 -4.926
C 2.860 2.828 -3.563
H -0.073 4.063 -2.230
H -0.614 6.230 -1.273
H 0.666 7.005 0.709
H 2.156 5.514 1.914
H 2.681 3.259 0.968
H 2.217 -0.844 -1.848
H 4.232 -2.218 -1.530
H 6.176 -1.270 -0.264
H 6.152 1.074 0.468
H 4.257 2.528 -0.235
H -0.089 1.112 -3.690
H 0.252 1.440 -6.116
H 2.282 2.606 -6.924
H 4.061 3.325 -5.290
H 3.579 3.273 -2.872
S -3.034 2.010 1.101
C -3.933 1.055 0.042
N -3.606 1.010 -1.305
C -4.362 0.346 -2.236
C -5.443 -0.392 -1.848
C -5.786 -0.467 -0.490
C -5.012 0.236 0.437
H -2.717 1.445 -1.544
H -4.026 0.473 -3.249
H -5.973 -0.968 -2.579
H -6.600 -1.106 -0.122
H -5.171 0.143 1.512
O 1.303 1.603 2.604
H 1.377 2.561 2.392
H 1.822 1.444 3.435
```

Properties
* relative energy (zero: lowest compared OMol25 entry of this formula, charge and spin): 0.00 kJ/mol
* 2S+1: 2
* gap between HOMO and LUMO (alpha / beta): 4.3 / 7.5 eV
* molar mass: 858.4 Da
* E_HOMO (alpha / beta): -0.15317 / -0.27042 Eh
* ⟨S²⟩: 0.778


C39H39GeN4PReS | the ωB97M-V functional and the def2-TZVPD basis

XYZ file:
```
86
Properties=species:S:1:pos:R:3
Re -0.303 0.932 0.406
N 2.351 -0.575 0.885
P 2.272 0.673 -0.317
C 3.796 1.586 -0.092
C 5.009 0.881 -0.090
C 6.191 1.572 0.094
C 6.173 2.956 0.268
C 4.972 3.651 0.265
C 3.776 2.968 0.087
C 2.566 -0.256 -1.877
C 3.198 0.396 -2.889
C 3.411 -0.243 -4.139
C 2.956 -1.537 -4.410
C 2.296 -2.215 -3.430
C 2.050 -1.624 -2.108
C 1.880 -0.201 2.147
C 2.617 -0.402 3.305
C 2.100 0.014 4.515
C 0.854 0.646 4.559
C 0.174 0.823 3.388
N 0.667 0.398 2.191
H 3.247 -1.049 0.959
H 5.043 -0.194 -0.243
H 7.131 1.035 0.097
H 7.103 3.491 0.408
H 4.962 4.724 0.404
H 2.839 3.515 0.090
H 3.578 1.400 -2.740
H 3.953 0.293 -4.912
H 3.137 -1.985 -5.378
H 1.926 -3.220 -3.605
H 2.423 -2.317 -1.335
H 3.596 -0.860 3.246
H 2.669 -0.128 5.425
H 0.433 0.995 5.492
H -0.796 1.304 3.365
S -0.456 2.913 -0.837
C -2.034 3.726 -0.673
N -2.574 3.941 0.504
C -3.832 4.703 0.686
C -4.015 5.663 -0.477
C -3.860 4.921 -1.793
N -2.596 4.151 -1.778
H -2.059 3.663 1.323
H -3.761 5.242 1.628
H -4.662 3.999 0.759
H -3.282 6.468 -0.414
H -5.006 6.108 -0.429
H -3.827 5.607 -2.635
H -4.685 4.227 -1.955
H -2.123 3.990 -2.655
Ge -0.628 -1.781 0.415
C -1.718 -2.763 -0.792
C -2.267 -3.952 -0.282
C -3.115 -4.708 -1.076
C -3.421 -4.284 -2.364
C -2.868 -3.112 -2.878
C -2.029 -2.343 -2.094
C 0.278 -2.992 1.595
C 0.783 -4.142 0.972
C 1.414 -5.114 1.735
C 1.529 -4.948 3.112
C 1.013 -3.815 3.731
C 0.398 -2.828 2.977
H 0.957 -1.626 -1.945
H -2.045 -4.280 0.726
H -3.534 -5.626 -0.687
H -4.104 -4.865 -2.970
H -3.105 -2.800 -3.887
H -1.614 -1.425 -2.493
H 0.663 -4.297 -0.094
H 1.799 -6.007 1.260
H 2.009 -5.714 3.706
H 1.079 -3.710 4.807
H -0.023 -1.963 3.479
C -5.024 -0.037 -0.379
C -4.205 0.309 -1.454
C -2.869 0.611 -1.250
C -2.325 0.565 0.045
C -3.162 0.207 1.120
C -4.505 -0.072 0.909
H -6.063 -0.289 -0.549
H -4.611 0.338 -2.458
H -2.255 0.883 -2.100
H -2.771 0.147 2.132
H -5.140 -0.335 1.746
```

Properties
* relative energy (zero: lowest compared OMol25 entry of this formula, charge and spin): 104.09 kJ/mol
* 2S+1: 4
* net charge: +4
* gap between HOMO and LUMO (alpha / beta): 5.9 / 5.9 eV
* molar mass: 885.6 Da
* E_HOMO (alpha / beta): -0.68537 / -0.68442 Eh
* ⟨S²⟩: 3.802


Number 1: E_tot -75412.2474 eV. Number 2: E_tot -125767.2156 eV.